(1)
132
Properties=species:S:1:pos:R:3:forces:R:3:mulliken_charge:R:1 method="wB97M-V/def2-TZVPD" charge=-1 e_homo_ev="-3.0 / -4.7" multiplicity=3 relative_energy_ev=1.058 total_energy_ev=-235200.2214 lumo_energy_ha="0.090 / 0.041" homo_lumo_gap_ev="5.50 / 5.80"
Ti 1.049 0.210 -1.086 1.323 0.116 -0.052 -4.05
N 3.478 -3.242 -2.945 -0.046 -0.075 0.002 -0.29
C 2.728 -2.104 -2.649 -0.073 0.125 -0.095 0.06
S 1.145 -2.328 -2.019 -0.051 0.325 -0.179 0.10
N 3.293 -0.970 -2.879 0.219 -0.107 -0.099 -1.72
N 2.548 0.132 -2.499 0.328 0.051 -0.313 2.20
C 2.971 1.230 -3.122 0.071 -0.127 -0.101 -1.27
C 2.294 2.431 -2.900 -0.060 0.105 0.002 0.68
C 2.686 3.663 -3.474 -0.015 0.015 -0.026 -1.27
C 1.979 4.794 -3.186 0.006 -0.008 -0.016 -0.88
C 0.882 4.701 -2.308 -0.017 -0.038 -0.024 -0.85
C 0.565 3.471 -1.785 -0.093 0.056 -0.018 0.40
N 1.214 2.338 -2.068 0.338 -0.336 -0.089 1.34
H 2.899 -4.040 -3.155 0.018 0.000 -0.060 0.27
H 4.204 -3.071 -3.626 0.018 0.021 0.008 0.27
H 3.800 1.148 -3.814 0.008 0.020 0.016 0.30
H 3.549 3.680 -4.129 -0.001 0.009 0.002 0.51
H 2.259 5.749 -3.614 0.025 -0.012 -0.008 0.40
H 0.301 5.573 -2.042 -0.004 -0.016 0.030 0.47
H -0.256 3.370 -1.092 0.113 -0.130 -0.042 -0.89
C -2.195 6.920 1.832 0.002 -0.014 0.005 -0.60
C -1.740 6.506 0.590 -0.032 0.007 0.002 -0.88
C -1.709 5.154 0.278 -0.010 -0.009 -0.024 0.30
C -2.120 4.188 1.197 0.235 -0.023 -0.031 0.96
C -2.613 4.624 2.426 -0.033 0.010 -0.006 -0.38
C -2.644 5.974 2.744 -0.023 0.029 -0.020 -0.82
P -1.854 2.410 0.719 -0.083 -0.021 0.085 1.12
C -3.234 1.718 1.730 0.123 -0.063 -0.143 0.81
C -3.241 1.342 3.068 0.082 -0.107 0.022 0.29
C -4.398 0.844 3.656 0.036 -0.014 0.044 -0.86
C -5.567 0.732 2.920 -0.030 0.036 -0.018 -0.71
C -5.581 1.125 1.587 0.009 -0.036 0.062 -0.51
C -4.422 1.606 1.001 0.023 -0.058 0.017 -0.87
C -0.147 2.187 1.409 0.028 0.239 -0.309 1.17
C 0.220 2.878 2.575 -0.097 -0.091 0.120 -0.50
C 1.526 3.239 2.817 -0.020 0.023 0.120 -1.25
C 2.482 2.948 1.850 0.078 -0.013 -0.066 -0.65
C 2.144 2.170 0.761 -0.125 0.190 -0.089 -0.66
C 0.834 1.712 0.502 -0.589 0.261 0.923 0.77
H -2.202 7.973 2.088 -0.027 0.003 -0.006 0.37
H -1.409 7.236 -0.139 0.016 -0.003 -0.005 0.42
H -1.353 4.839 -0.695 -0.118 0.143 0.088 -0.04
H -2.976 3.905 3.149 0.022 -0.006 0.000 0.29
H -3.014 6.289 3.713 -0.010 -0.003 -0.002 0.41
H -2.339 1.421 3.663 0.073 -0.012 -0.019 0.30
H -4.380 0.536 4.695 -0.002 0.011 -0.003 0.41
H -6.465 0.340 3.382 0.004 -0.013 -0.005 0.36
H -6.484 1.029 0.996 -0.004 0.014 0.001 0.44
H -4.416 1.873 -0.050 -0.013 -0.023 -0.017 0.24
H -0.539 3.160 3.296 -0.039 0.096 -0.070 0.35
H 1.791 3.781 3.716 -0.013 0.020 -0.008 0.39
H 3.495 3.322 1.960 0.019 -0.058 -0.001 0.43
H 2.932 1.960 0.039 0.010 -0.137 0.033 0.02
C -2.167 -3.889 0.651 0.070 0.115 -0.068 -1.54
C -1.022 -3.154 -0.050 0.286 0.146 -0.054 0.18
Ge -0.791 -1.182 0.330 -0.911 -0.560 0.281 2.19
C -0.628 -0.944 2.314 0.166 0.124 -0.302 2.03
C -1.487 -1.852 3.187 0.019 0.081 -0.044 -1.84
C -2.599 -0.749 -0.346 0.060 0.069 0.283 -1.37
C -2.804 -0.479 -1.638 0.284 0.150 0.036 -0.15
Ge -1.144 0.103 -2.655 -1.309 -0.478 -0.368 2.98
C -1.092 -1.151 -4.245 0.174 0.036 0.142 -1.24
C -1.746 -2.518 -4.047 0.047 0.107 0.032 -0.82
C -1.632 1.792 -3.671 0.240 0.161 0.346 -1.73
C -2.502 2.824 -2.953 0.042 -0.049 -0.159 -1.13
C -4.150 -0.660 -2.239 -0.090 -0.038 -0.033 -0.16
C -4.539 0.002 -3.406 0.054 -0.020 0.021 0.35
C -5.789 -0.197 -3.974 -0.041 -0.008 -0.008 -1.17
C -6.687 -1.086 -3.402 0.026 0.006 0.012 -0.54
C -6.312 -1.775 -2.255 -0.031 0.000 0.002 -0.92
C -5.065 -1.567 -1.688 -0.016 0.050 -0.017 -0.31
H -2.406 -4.806 0.104 -0.035 -0.010 0.022 0.40
H -3.079 -3.289 0.699 -0.023 -0.033 0.021 0.09
H -1.904 -4.180 1.667 -0.030 0.014 0.044 0.30
H -1.212 -3.165 -1.124 -0.014 0.006 -0.019 0.18
H -0.083 -3.684 0.099 -0.125 0.005 -0.096 0.11
H -0.844 0.100 2.514 -0.072 0.044 0.043 -0.57
H 0.432 -1.056 2.549 0.037 0.015 0.013 -0.40
H -2.531 -1.851 2.870 -0.043 -0.009 0.029 0.31
H -1.458 -1.524 4.232 -0.014 -0.012 -0.012 0.42
H -1.135 -2.883 3.158 -0.036 -0.040 0.014 0.19
H -3.432 -0.998 0.316 -0.087 0.016 -0.072 0.48
H -0.042 -1.295 -4.509 -0.004 0.054 -0.029 0.50
H -1.566 -0.631 -5.084 -0.030 0.044 0.041 0.60
H -1.210 -3.093 -3.292 -0.014 -0.029 -0.002 0.04
H -1.730 -3.100 -4.974 -0.010 -0.015 0.004 0.41
H -2.785 -2.428 -3.728 -0.034 -0.023 -0.010 0.16
H -2.116 1.474 -4.598 0.022 -0.096 0.002 0.84
H -0.685 2.251 -3.973 -0.027 0.000 0.000 0.69
H -2.663 3.712 -3.574 -0.016 0.002 -0.003 0.45
H -3.482 2.411 -2.703 0.013 0.044 0.056 0.15
H -2.051 3.146 -2.019 -0.084 -0.013 -0.001 0.59
H -3.843 0.677 -3.881 -0.013 -0.005 -0.017 0.34
H -6.059 0.340 -4.876 0.014 -0.001 -0.004 0.44
H -7.658 -1.253 -3.851 -0.001 0.004 0.000 0.36
H -6.991 -2.492 -1.809 0.003 0.007 0.011 0.42
H -4.783 -2.135 -0.811 0.019 -0.020 -0.020 0.35
N 2.111 -0.643 0.294 -0.134 -0.166 -0.037 0.97
P 2.969 -1.725 0.982 0.338 -0.334 0.315 -0.58
C 4.671 -1.895 0.329 -0.083 0.194 -0.038 1.16
C 5.156 -0.853 -0.453 -0.053 -0.034 -0.032 0.15
C 6.480 -0.846 -0.867 0.034 -0.016 0.019 -0.71
C 7.328 -1.879 -0.497 -0.032 0.026 -0.011 -0.65
C 6.849 -2.920 0.291 0.028 -0.045 -0.002 -0.83
C 5.529 -2.924 0.711 -0.026 0.011 -0.011 -0.63
C 2.356 -3.448 1.074 -0.059 0.077 -0.046 0.60
C 1.431 -3.834 2.043 0.110 0.000 0.017 -0.57
C 0.929 -5.127 2.066 0.012 -0.031 0.072 -1.03
C 1.318 -6.040 1.097 -0.009 0.030 0.003 -0.84
C 2.208 -5.653 0.104 -0.012 0.003 0.002 -1.07
C 2.727 -4.367 0.095 0.069 0.013 0.086 -0.44
C 3.426 -1.322 2.723 -0.187 0.067 -0.058 1.27
C 3.478 -2.201 3.801 0.076 -0.013 -0.062 -0.60
C 3.867 -1.751 5.057 0.004 -0.039 0.016 -0.76
C 4.227 -0.426 5.247 0.000 -0.004 -0.012 -0.60
C 4.209 0.450 4.170 0.016 0.000 0.036 -0.80
C 3.811 0.002 2.923 -0.075 -0.006 -0.015 -0.55
H 4.477 -0.061 -0.743 0.017 0.005 0.000 -0.17
H 6.848 -0.034 -1.481 -0.012 -0.003 -0.010 0.44
H 8.361 -1.876 -0.820 0.001 -0.008 -0.004 0.37
H 7.509 -3.730 0.578 -0.001 0.004 0.013 0.43
H 5.163 -3.731 1.334 0.013 -0.001 0.012 0.39
H 1.091 -3.121 2.781 -0.008 0.032 0.046 0.62
H 0.220 -5.416 2.833 -0.008 0.010 -0.010 0.42
H 0.917 -7.046 1.108 -0.006 -0.002 -0.011 0.41
H 2.489 -6.351 -0.675 0.025 -0.007 0.008 0.42
H 3.418 -4.068 -0.684 -0.038 -0.046 -0.002 0.65
H 3.233 -3.246 3.670 -0.046 -0.024 0.004 0.43
H 3.883 -2.443 5.890 0.021 -0.001 -0.005 0.42
H 4.526 -0.080 6.229 -0.001 0.007 0.000 0.37
H 4.498 1.485 4.307 -0.020 0.009 -0.024 0.43
H 3.780 0.679 2.081 -0.019 0.074 0.010 0.35



(2)
23
Properties=species:S:1:pos:R:3:forces:R:3:mulliken_charge:R:1 method="wB97M-V/def2-TZVPD" smiles=Cc1ccccc1.CC e_homo_ev=-9.1 relative_energy_ev=0.379 total_energy_ev=-9559.8028 lumo_energy_ha=0.037 homo_lumo_gap_ev=10.10
C 2.908 0.026 1.134 -0.979 -0.860 -0.976 -0.95
C 2.062 1.123 0.498 -0.388 0.386 -0.345 -0.56
H 3.171 -0.704 0.361 0.650 0.364 -0.131 0.27
H 3.790 0.373 1.657 -0.012 -0.066 0.244 0.32
H 2.254 -0.628 1.722 0.245 0.480 0.632 0.27
H 1.377 1.596 1.201 0.199 0.103 0.208 0.22
H 1.402 0.745 -0.285 0.041 -0.335 0.092 0.09
H 2.615 1.920 -0.007 0.308 -0.095 0.269 0.37
C -1.341 -2.492 -0.357 0.584 -1.176 0.156 -1.41
C -1.411 1.140 0.734 0.283 -0.306 -0.249 -0.51
C -1.297 1.804 -0.475 -0.556 -0.721 -0.544 -0.44
C -1.404 -0.264 0.753 -0.359 1.391 0.820 -0.29
C -1.360 -0.997 -0.406 0.587 -0.622 -0.317 0.85
C -1.257 1.036 -1.653 0.854 1.290 0.025 -0.43
C -1.225 -0.331 -1.629 -0.475 -0.672 0.566 -0.55
H -1.441 1.660 1.682 -0.033 0.149 -0.069 0.42
H -1.284 2.878 -0.597 0.039 0.075 0.365 0.38
H -1.449 -0.694 1.748 -0.029 -0.481 -0.217 0.35
H -1.081 1.590 -2.571 -0.254 -0.226 -0.130 0.32
H -1.046 -2.966 -1.296 -0.430 0.323 -0.260 0.36
H -2.274 -2.942 -0.015 -0.198 0.189 -0.188 0.30
H -1.127 -0.946 -2.513 -0.014 0.222 -0.206 0.33
H -0.586 -2.927 0.314 -0.063 0.587 0.252 0.31



(3)
11
Properties=species:S:1:pos:R:3:forces:R:3:mulliken_charge:R:1 method="wB97M-V/def2-TZVPD" e_homo_ev=-9.5 relative_energy_ev=3.551 total_energy_ev=-10248.7137 lumo_energy_ha=0.023 homo_lumo_gap_ev=10.07
C -1.537 -0.399 0.006 -0.092 0.037 -0.045 -0.75
N -0.299 0.311 -0.323 0.054 0.253 -0.239 0.40
N 0.677 -0.469 -0.994 0.063 -0.667 0.109 -0.73
C 1.736 -0.480 -0.238 -0.234 0.142 -0.342 0.12
O 1.784 0.195 0.858 -0.581 1.319 -0.634 -0.53
C 0.274 1.244 0.417 0.717 0.099 0.532 0.56
O 0.287 2.381 0.687 0.023 -1.433 0.316 -0.37
H -2.019 -0.643 -0.941 -0.028 -0.004 0.137 0.27
H -1.300 -1.328 0.540 0.016 0.227 -0.093 0.29
H -2.202 0.215 0.618 0.216 0.050 -0.170 0.36
H 2.599 -1.027 -0.630 -0.154 -0.024 0.428 0.40



M across the listed records, respectively: 1128.3; 122.2; 100.1 Da.